66
Properties=species:S:1:pos:R:3 method="wB97M-V/def2-TZVPD" fmax_ev_per_a=7.33 total_charge=0 homo_lumo_gap_ev=10.273 e_homo_ev=-10.2896 smiles="COC(=O)OC.COC(=O)OC.COC(=O)OC.O=C1OCCO1.O=C1OCCO1.O=C1OCCO1" total_energy_ev=-56003.0791 lumo_ev=-0.0168 relative_energy_ev=1.8790
C -9.72785 -0.37976 12.35319
O -10.92120 -0.74910 13.12048
C -11.98557 -1.04843 12.45744
O -12.02656 -1.12650 11.26812
O -12.88996 -1.55640 13.35646
C -14.18715 -2.01197 12.97420
H -8.94181 0.19730 12.84027
H -10.12920 0.39425 11.69903
H -9.38091 -1.11384 11.62596
H -13.98111 -2.88762 12.35867
H -14.72897 -1.23954 12.42842
H -14.68926 -2.34066 13.88412
C -3.50036 -0.53366 10.70521
O -2.41259 -0.26272 11.53701
C -1.53827 -1.31561 11.74247
O -1.81248 -2.54941 11.59453
O -0.29544 -0.85982 12.01942
C 0.79924 -1.64151 12.18190
H -4.36976 -0.88644 11.26000
H -3.27097 -1.28004 9.94469
H -3.97364 0.29348 10.17611
H 1.57348 -1.34305 11.47509
H 0.68489 -2.70409 11.96757
H 1.31624 -1.33633 13.09167
C -4.77219 -5.52755 8.59414
O -5.92638 -4.99861 9.20252
C -7.08642 -5.81400 9.35334
O -7.23295 -6.98695 9.03116
O -8.07696 -4.94475 9.71123
C -9.35849 -5.48462 9.89150
H -4.01580 -4.74500 8.53421
H -5.11593 -5.72791 7.57935
H -4.42729 -6.39218 9.16119
H -10.01013 -5.42614 9.01969
H -9.94195 -4.84993 10.55846
H -9.36418 -6.51674 10.24192
O -1.72246 1.65285 6.64391
C -1.04596 2.25710 7.51479
O 0.12374 1.83578 8.03767
C 0.65302 2.86760 8.92873
C -0.42202 3.92452 8.94345
O -1.28738 3.52566 7.89822
H 0.99857 2.54528 9.91097
H 1.56306 3.32666 8.54248
H -0.05197 4.85338 8.50943
H -0.99866 3.97077 9.86727
O 1.82595 1.53123 16.56091
C 1.11301 2.43030 16.09985
O 0.50543 3.28921 16.82251
C -0.04202 4.25855 16.02586
C 0.60394 4.01305 14.63578
O 1.15667 2.76686 14.84411
H -1.12821 4.23286 15.93852
H 0.26132 5.19401 16.49597
H 1.36862 4.71844 14.31053
H -0.14961 3.76133 13.88954
O -1.23311 -3.24653 16.82475
C -2.41106 -3.39962 16.49318
O -3.37851 -2.53811 16.58728
C -4.55306 -3.22535 16.27020
C -4.07388 -4.45622 15.48079
O -2.76506 -4.48421 15.94548
H -5.16166 -3.61747 17.08503
H -5.10832 -2.53823 15.63172
H -4.00648 -4.24233 14.41411
H -4.55111 -5.38357 15.79762